{
  "formula": "C33H50N4O5PS2W",
  "method": "ωB97M-V/def2-TZVPD",
  "symbols": ["W", "C", "N", "C", "C", "C", "N", "C", "C", "C", "C", "C", "C", "C", "O", "C", "C", "C", "N", "C", "C", "C", "C", "C", "C", "C", "O", "H", "H", "H", "H", "H", "H", "H", "H", "H", "H", "H", "H", "H", "H", "H", "H", "H", "H", "H", "H", "H", "H", "H", "H", "H", "C", "C", "C", "O", "P", "S", "S", "O", "C", "C", "C", "H", "H", "H", "H", "H", "H", "H", "H", "H", "H", "H", "H", "H", "H", "O", "C", "C", "C", "C", "C", "C", "N", "H", "H", "H", "H", "H", "H", "H", "H", "H", "H", "H"],
  "coordinates": [[-0.18462, 0.80525, 0.13020], [-2.32755, 2.12382, 2.13810], [-0.86046, 2.14970, 1.91055], [-0.50687, 3.58614, 1.64726], [0.98319, 3.86602, 1.45988], [1.45855, 3.69250, 0.01932], [0.69123, 2.63620, -0.65004], [0.56214, 2.71963, -1.93190], [-0.57328, 2.24310, -2.66001], [-0.60810, 2.42484, -4.06052], [-1.79878, 2.40472, -4.73370], [-2.99422, 2.27012, -4.00251], [-2.99494, 2.09429, -2.64117], [-1.77781, 2.00426, -1.95282], [-1.76845, 1.76155, -0.65864], [-0.15738, 1.73202, 3.15500], [-0.61735, 0.41974, 3.76203], [-0.75888, -0.73438, 2.78203], [0.17369, -0.70689, 1.64025], [0.74317, -1.82671, 1.36084], [1.45536, -2.18902, 0.16953], [2.01469, -3.48284, 0.14668], [2.73655, -3.93181, -0.92955], [2.91546, -3.07765, -2.02402], [2.37449, -1.81316, -2.03326], [1.62094, -1.34816, -0.94805], [1.11954, -0.12833, -1.03024], [-2.56065, 2.65574, 3.06559], [-2.70129, 1.10508, 2.18492], [-2.82686, 2.60087, 1.30145], [-0.88448, 4.15960, 2.49910], [-1.07610, 3.89276, 0.77007], [1.56754, 3.23537, 2.11907], [1.18534, 4.89519, 1.76041], [2.53163, 3.50189, -0.02732], [1.26371, 4.61716, -0.52579], [1.27892, 3.29473, -2.52127], [0.32182, 2.61446, -4.58457], [-1.83393, 2.54015, -5.80568], [-3.94112, 2.30343, -4.52771], [-3.90871, 1.96137, -2.07704], [-0.28131, 2.52608, 3.89955], [0.89997, 1.64939, 2.92412], [-1.57274, 0.53854, 4.27546], [0.11512, 0.16894, 4.53158], [-1.75290, -0.74747, 2.33132], [-0.64242, -1.68250, 3.30879], [0.66077, -2.63301, 2.08948], [1.86571, -4.12708, 1.00626], [3.15659, -4.92819, -0.93707], [3.48052, -3.41895, -2.88255], [2.50258, -1.15206, -2.87995], [-4.70959, -2.09147, -3.92667], [-3.56219, -1.17381, -3.55771], [-2.21215, -1.86055, -3.58728], [-3.84730, -0.50768, -2.29742], [-3.68379, -0.96993, -0.79480], [-4.68040, 0.20798, 0.36235], [-1.68297, -1.22216, -0.33487], [-4.17897, -2.47825, -0.89039], [-4.20708, -3.55689, 0.07887], [-4.24710, -3.07773, 1.51524], [-3.05061, -4.49343, -0.20627], [-4.56802, -2.45403, -4.94611], [-5.65709, -1.55514, -3.87883], [-4.75783, -2.94671, -3.25470], [-3.54030, -0.33372, -4.25427], [-2.18177, -2.71899, -2.91424], [-1.41173, -1.17514, -3.30793], [-2.02973, -2.21454, -4.60367], [-5.14406, -4.06386, -0.15258], [-3.33447, -2.53613, 1.77275], [-4.32648, -3.94821, 2.16831], [-5.09802, -2.42320, 1.69299], [-2.09456, -4.00435, -0.00963], [-3.06878, -4.81874, -1.24710], [-3.13197, -5.37631, 0.42985], [2.42426, 1.20187, 1.24784], [3.61862, 1.25055, 0.98872], [4.48938, 2.40427, 1.42426], [5.67883, 1.85410, 2.24030], [5.36592, 0.59245, 3.07060], [5.49309, -0.74016, 2.31229], [4.40287, -0.97746, 1.27107], [4.28366, 0.20290, 0.38614], [3.87438, 3.07571, 2.02177], [4.84243, 2.96679, 0.55475], [6.02470, 2.64879, 2.90121], [6.51950, 1.63716, 1.57549], [4.36400, 0.67657, 3.51009], [6.05628, 0.56211, 3.91382], [5.48113, -1.56888, 3.02457], [6.47374, -0.77368, 1.82431], [3.43737, -1.11213, 1.75048], [4.59789, -1.86403, 0.66888], [5.21090, 0.48960, 0.09410]],
  "atomic_forces_ev_per_a": [[-1.01, -0.16, 0.32], [0.00, 0.01, 0.00], [0.13, -0.05, -0.13], [-0.01, -0.06, 0.03], [-0.02, 0.03, -0.04], [-0.03, 0.06, -0.01], [0.32, -0.34, 0.09], [-0.17, -0.06, -0.41], [0.06, -0.02, -0.09], [-0.03, -0.02, -0.04], [-0.02, 0.00, 0.05], [0.01, 0.04, -0.04], [-0.09, 0.06, 0.03], [0.07, -0.06, -0.31], [0.40, 0.01, 0.26], [0.01, 0.00, 0.00], [-0.05, 0.01, 0.00], [0.09, 0.02, -0.05], [-0.15, 0.13, -0.17], [0.25, -0.16, -0.13], [0.04, 0.00, 0.08], [0.06, -0.03, -0.03], [-0.01, -0.02, 0.03], [0.01, 0.01, -0.05], [0.01, -0.04, -0.03], [0.18, -0.10, -0.13], [-0.16, 0.30, 0.40], [-0.01, 0.01, 0.00], [0.02, 0.02, 0.02], [0.00, -0.01, -0.01], [0.01, 0.00, 0.02], [0.00, 0.01, -0.01], [0.05, 0.00, 0.03], [-0.06, 0.01, 0.00], [-0.04, -0.06, 0.03], [0.06, 0.04, -0.01], [-0.05, 0.30, 0.18], [-0.02, 0.00, -0.01], [0.03, 0.00, 0.01], [0.00, 0.01, 0.01], [0.04, 0.05, -0.04], [0.00, 0.01, 0.01], [0.04, -0.01, -0.01], [0.00, 0.00, -0.01], [0.02, 0.00, 0.00], [-0.05, 0.02, 0.02], [-0.01, -0.02, 0.02], [0.00, 0.04, 0.09], [-0.01, 0.02, -0.01], [-0.01, 0.02, 0.01], [0.00, 0.01, 0.01], [-0.01, 0.00, 0.01], [-0.03, -0.01, -0.01], [-0.01, -0.06, 0.00], [0.01, -0.01, 0.01], [-0.01, -0.10, 0.05], [-0.12, -0.03, 0.03], [0.00, -0.01, -0.02], [0.22, 0.34, 0.03], [0.05, 0.09, -0.16], [0.01, 0.03, 0.07], [0.00, -0.01, 0.05], [0.04, -0.03, -0.01], [0.00, 0.01, 0.00], [0.01, -0.01, 0.01], [0.01, 0.01, -0.01], [0.01, -0.02, -0.01], [-0.01, 0.02, -0.01], [0.01, 0.00, -0.01], [-0.01, 0.00, 0.01], [-0.03, -0.02, 0.02], [-0.01, -0.02, -0.02], [-0.01, 0.00, -0.01], [0.02, -0.01, 0.00], [-0.04, -0.01, 0.01], [0.01, 0.01, 0.01], [0.00, 0.00, -0.01], [0.07, -0.23, 0.12], [-0.05, 0.19, -0.16], [0.00, 0.01, -0.03], [0.02, 0.00, 0.00], [-0.03, 0.00, -0.01], [0.00, 0.00, 0.00], [0.00, -0.04, -0.05], [0.04, -0.04, 0.08], [0.01, 0.02, 0.01], [0.03, -0.02, 0.01], [-0.01, 0.00, 0.01], [0.00, 0.00, 0.01], [0.01, 0.00, -0.01], [0.02, 0.00, -0.01], [-0.01, 0.01, -0.01], [-0.01, 0.01, 0.00], [-0.09, -0.02, 0.03], [0.01, 0.00, -0.01], [0.01, -0.01, 0.00]],
  "energy_ha": -3087.47150,
  "spin_multiplicity": 3,
  "total_charge": 1,
  "s2": 2.02,
  "e_lumo_ha": [-0.11044, -0.11409]
}